[1]
{"formula": "C5H10OS2", "method": "ωB97M-V/def2-TZVPD", "de_lowest_kcal_mol": 55.8, "molar_mass_g_mol": 150.3, "largest_force_ev_per_a": 4.3, "smiles": "C[C@](S)(CS)CC=O", "charge": 0, "e_tot_ev": -29062.4993, "species": ["C", "C", "S", "C", "S", "C", "C", "O", "H", "H", "H", "H", "H", "H", "H", "H", "H", "H"], "positions_angstrom": [[1.095045, 1.138707, 1.048095], [0.289482, 0.532014, -0.195708], [0.915507, 1.542829, -1.722646], [-1.184452, 0.605330, -0.191760], [-2.250398, 0.414422, -1.740608], [0.643817, -0.868804, -0.046939], [-0.024246, -1.859108, 1.055811], [-0.945338, -1.665984, 1.820962], [1.007854, 0.403843, 1.964714], [2.125430, 1.289387, 0.778351], [0.702923, 2.176724, 0.979043], [0.467893, 0.830962, -2.808714], [-1.530750, 0.006520, 0.794731], [-1.421955, 1.670432, -0.144783], [-2.254799, -0.985108, -1.580254], [1.658052, -1.163133, -0.000105], [0.203201, -1.240982, -0.988775], [0.502735, -2.828050, 0.978583]], "forces_ev_per_a": [[-2.1, 0.6, -0.8], [2.4, 0.9, 0.6], [0.2, -1.1, 0.5], [-2.5, 1.3, 2.0], [1.2, -2.8, 1.6], [-2.0, -3.6, -1.2], [-0.1, 1.7, -0.6], [1.2, -0.3, -0.9], [-0.2, 2.2, -1.6], [0.5, -0.6, -0.2], [0.1, -0.3, 1.8], [0.0, 0.2, 0.9], [0.1, 1.6, -2.6], [0.0, 0.1, 1.1], [-0.3, 1.4, -0.6], [1.3, 0.1, -0.2], [0.5, -1.2, 0.1], [-0.2, -0.1, 0.2]]}



[2]
{"formula": "C10H7NO2", "method": "ωB97M-V/def2-TZVPD", "de_lowest_kcal_mol": 109.0, "molar_mass_g_mol": 173.2, "largest_force_ev_per_a": 10.4, "smiles": "O=C(O)c1cnc2ccccc2c1", "charge": 0, "e_tot_ev": -16063.6754, "species": ["O", "C", "O", "C", "C", "N", "C", "C", "C", "C", "C", "C", "C", "H", "H", "H", "H", "H", "H", "H"], "positions_angstrom": [[3.268492, -1.551872, 0.565590], [3.075004, -0.338687, 0.192583], [4.156155, 0.601459, -0.333035], [1.717746, 0.176767, -0.072055], [1.440305, 1.637706, 0.016314], [0.114426, 1.983118, -0.091776], [-0.858580, 0.885601, -0.321888], [-2.170950, 1.201273, 0.237919], [-3.157068, 0.282692, 0.328458], [-2.974840, -1.041357, 0.050137], [-1.493431, -1.509070, -0.450143], [-0.554288, -0.657251, -0.374647], [0.821883, -0.851262, -0.131507], [5.012065, -0.031680, -0.223225], [2.434254, 2.444399, 0.204434], [-2.386367, 2.271855, 0.558257], [-4.242088, 0.519993, 0.553416], [-4.053101, -1.644194, -0.155057], [-1.373535, -2.596823, -0.436942], [1.223918, -1.782674, -0.116832]], "forces_ev_per_a": [[0.4, 6.0, -1.4], [2.7, -3.2, -0.9], [0.1, -5.1, 2.3], [0.9, 1.3, 1.4], [-1.8, 0.1, -0.7], [2.4, -2.4, -0.3], [-0.8, -0.1, 3.8], [3.3, 2.9, -1.4], [-3.0, -1.6, 0.2], [1.1, -2.5, -3.6], [-9.4, -3.8, 2.4], [4.0, 8.4, 0.3], [-0.5, 2.6, -1.5], [-2.8, 2.3, -0.4], [-3.6, -2.4, -0.6], [0.5, -1.5, -0.7], [1.6, 0.3, 0.1], [3.7, 1.1, 0.8], [0.3, 0.4, -0.3], [0.9, -2.7, 0.3]]}



[3]
{"formula": "C24H34MgN3O5Sb", "method": "ωB97M-V/def2-TZVPD", "de_lowest_kcal_mol": 2.3, "molar_mass_g_mol": 590.6, "largest_force_ev_per_a": 0.8, "charge": 0, "e_tot_ev": -52132.2000, "species": ["Mg", "N", "C", "C", "O", "N", "C", "C", "O", "O", "H", "H", "H", "H", "H", "H", "C", "O", "C", "C", "C", "C", "C", "C", "N", "C", "C", "C", "C", "C", "C", "C", "O", "H", "H", "H", "H", "H", "H", "H", "H", "H", "H", "H", "H", "H", "C", "C", "Sb", "C", "C", "C", "C", "H", "H", "H", "H", "H", "H", "H", "H", "H", "H", "H", "H", "H", "H", "H"], "positions_angstrom": [[0.243301, 0.178498, -0.275247], [-0.119965, 0.066852, -2.347759], [-0.956570, -1.194714, -2.332073], [-1.768748, -1.233657, -1.008007], [-2.991210, -1.017510, -1.054941], [-0.973178, -1.406774, 0.059951], [-1.596273, -1.348073, 1.381248], [-1.000615, -0.287575, 2.314403], [-1.317300, -0.083163, 3.443908], [0.002123, 0.433765, 1.687248], [-0.676008, 0.833387, -2.712937], [0.684529, -0.028407, -2.955704], [-0.275429, -2.040732, -2.354264], [-1.642883, -1.249480, -3.170550], [-1.414350, -2.285669, 1.910706], [-2.676711, -1.199188, 1.352515], [3.587565, 3.981933, 2.853160], [3.890097, 3.057300, 1.811585], [3.100736, 3.129078, 0.706467], [3.735197, 3.389128, -0.500424], [3.022154, 3.500973, -1.684949], [1.641500, 3.373258, -1.659776], [1.010886, 3.079856, -0.457585], [1.719097, 2.913408, 0.732040], [1.026012, 2.573205, 1.936305], [1.040962, 1.230479, 2.448890], [2.332803, 0.487326, 2.321803], [3.100666, 0.322267, 3.470759], [4.336589, -0.297531, 3.430979], [4.796784, -0.774867, 2.204105], [4.036012, -0.649840, 1.057034], [2.777176, -0.024261, 1.074152], [2.068846, 0.062703, -0.032233], [4.323514, 3.808577, 3.633843], [2.585169, 3.820818, 3.250995], [3.678363, 5.008749, 2.490116], [4.811691, 3.509117, -0.479252], [3.541277, 3.708248, -2.612806], [1.056190, 3.494399, -2.564198], [-0.065293, 2.958603, -0.434544], [0.086652, 2.947241, 1.942370], [0.683825, 1.242183, 3.470321], [2.721165, 0.708476, 4.413713], [4.928672, -0.410582, 4.330706], [5.763160, -1.263873, 2.147313], [4.389799, -1.032660, 0.106542], [-3.724890, 4.925094, -0.144968], [-2.775935, 3.964187, 0.581952], [-2.695449, 1.911886, -0.113482], [-4.453594, 1.170946, 0.844915], [-5.553637, 2.177685, 1.176190], [-3.375031, 2.205030, -2.131340], [-4.888992, 2.307648, -2.339322], [-3.657202, 5.934850, 0.268325], [-4.764950, 4.611511, -0.062772], [-3.489212, 4.998726, -1.208652], [-3.023706, 3.904198, 1.645640], [-1.757569, 4.353118, 0.533177], [-4.084040, 0.688423, 1.751602], [-4.801741, 0.370887, 0.191432], [-5.192905, 2.988825, 1.811085], [-6.367726, 1.685983, 1.715549], [-5.983198, 2.624169, 0.279404], [-2.989997, 1.341842, -2.678807], [-2.860082, 3.093672, -2.505155], [-5.406885, 1.443433, -1.919058], [-5.138698, 2.347863, -3.402424], [-5.300340, 3.202855, -1.873720]], "forces_ev_per_a": [[0.4, 0.1, -0.1], [-0.6, -0.4, -0.1], [0.1, 0.3, 0.3], [-0.2, 0.0, 0.0], [0.3, -0.2, 0.0], [-0.6, 0.3, -0.1], [0.3, 0.1, -0.2], [0.5, 0.2, -0.7], [-0.1, 0.0, 0.3], [-0.3, -0.2, 0.5], [0.0, 0.0, 0.0], [0.1, -0.1, 0.0], [0.1, 0.0, 0.0], [0.0, 0.1, -0.1], [-0.1, -0.1, 0.0], [-0.1, 0.1, -0.1], [0.0, -0.1, 0.0], [0.1, 0.0, 0.2], [0.0, 0.0, 0.1], [0.0, 0.0, -0.2], [0.0, 0.0, 0.1], [0.0, 0.0, 0.1], [0.1, 0.0, -0.1], [-0.2, 0.0, 0.0], [0.2, -0.1, -0.1], [-0.2, 0.0, -0.4], [0.1, 0.0, -0.1], [0.1, 0.1, 0.0], [0.0, 0.0, -0.1], [0.0, 0.0, 0.0], [0.1, 0.0, 0.1], [-0.1, 0.0, 0.0], [0.8, 0.0, 0.2], [0.0, 0.0, 0.0], [0.1, 0.0, 0.0], [0.0, 0.0, 0.0], [0.0, 0.0, 0.0], [0.0, 0.0, 0.0], [0.0, 0.0, 0.0], [-0.1, 0.1, 0.0], [0.0, 0.1, 0.1], [-0.1, 0.0, 0.1], [0.0, 0.0, -0.1], [0.0, 0.0, -0.1], [0.0, 0.0, 0.0], [0.0, 0.0, 0.0], [0.1, -0.1, 0.1], [-0.1, 0.1, -0.1], [0.1, 0.1, -0.1], [-0.1, 0.0, 0.1], [0.0, -0.1, 0.0], [-0.2, 0.0, -0.1], [0.1, 0.0, 0.0], [0.0, 0.0, 0.0], [0.0, 0.0, 0.0], [0.0, 0.0, 0.0], [0.0, 0.0, 0.0], [0.1, 0.0, 0.0], [-0.1, 0.0, 0.1], [0.0, 0.0, 0.0], [0.0, 0.0, 0.0], [0.0, 0.0, 0.0], [0.0, 0.0, 0.0], [0.0, 0.0, 0.0], [0.0, 0.0, 0.0], [0.1, 0.0, 0.0], [0.0, 0.0, 0.0], [0.0, 0.0, 0.0]]}